# 1
Computed, not measured: a structure of composition C15H30N2NaO7P2SSb, with the ωB97M-V functional and the def2-TZVPD basis.

Values from the calculation:
LUMO energy = 0.2 eV
highest occupied orbital energy = -8.179 eV
strongest force on any atom = 0.28 eV Å⁻¹
energy above the lowest of the compared OMol25 structures with the same formula, charge and spin = 5.8 kcal per mole

Last column: natural (NBO) charge in e.
CARTESIAN COORDINATES (ANGSTROEM)
Na 0.030 0.806 -0.083  0.817
C 2.708 3.600 -2.504  -0.642
C 2.565 2.085 -2.413  -0.493
O 3.399 1.434 -3.397  -0.762
P 3.165 1.474 -0.816  2.373
O 4.527 2.253 -0.500  -0.981
O 3.610 -0.026 -1.095  -0.992
O 2.252 1.635 0.332  -1.145
P 0.745 1.649 -2.874  1.361
O 0.932 0.088 -2.254  -1.034
O 0.072 2.563 -1.696  -0.674
O -1.050 1.679 -2.181  -0.609
H 3.757 3.891 -2.545  0.223
H 2.247 4.086 -1.643  0.223
H 2.207 3.964 -3.404  0.218
H 2.897 1.389 -4.225  0.480
H 5.234 2.042 -1.121  0.508
H 3.496 -0.230 -2.037  0.531
H 0.205 -0.451 -2.587  0.501
N -0.060 3.434 1.238  -0.783
C -1.297 2.893 1.184  0.297
S -1.696 1.530 2.095  -0.326
N -2.150 3.503 0.333  -0.620
C -3.515 3.143 0.130  0.221
C -4.416 3.204 1.184  -0.229
C -5.748 2.899 0.959  -0.206
C -6.183 2.558 -0.316  -0.220
C -5.278 2.515 -1.364  -0.193
C -3.936 2.800 -1.145  -0.259
H 0.663 2.888 1.679  0.430
H 0.250 4.033 0.489  0.393
H -1.734 4.064 -0.396  0.404
H -4.069 3.480 2.170  0.228
H -6.450 2.937 1.781  0.214
H -7.226 2.328 -0.489  0.213
H -5.609 2.246 -2.359  0.212
H -3.206 2.716 -1.939  0.247
C 1.456 -4.113 3.505  -0.621
C 1.765 -2.769 2.857  -0.731
Sb 0.635 -2.224 1.106  0.968
C 1.646 -3.429 -0.375  -0.740
C 2.376 -4.681 0.101  -0.620
C -1.147 -3.416 1.398  -0.737
C -1.061 -4.909 1.100  -0.620
H 2.041 -4.243 4.418  0.210
H 1.691 -4.947 2.844  0.205
H 0.403 -4.194 3.780  0.204
H 2.814 -2.699 2.561  0.220
H 1.590 -1.955 3.563  0.226
H 2.345 -2.742 -0.855  0.224
H 0.889 -3.677 -1.124  0.213
H 3.106 -4.446 0.877  0.204
H 2.919 -5.152 -0.722  0.207
H 1.688 -5.423 0.506  0.205
H -1.903 -2.942 0.770  0.221
H -1.460 -3.241 2.430  0.220
H -0.731 -5.099 0.077  0.201
H -2.037 -5.386 1.221  0.209
H -0.366 -5.414 1.770  0.205

=====

# 2
Computed, not measured: a cluster of 2 separate species, C2H2N2O3 in total at a distorted geometry, with the ωB97M-V functional and the def2-TZVPD basis.

Values from the calculation:
LUMO energy = -1.1 eV
highest occupied orbital energy = -10.839 eV
strongest force on any atom = 5.02 eV Å⁻¹
SMILES string = N#CC=O.O=NO
energy above the lowest of the compared OMol25 structures with the same formula, charge and spin = 99.6 kcal per mole

Last column: natural (NBO) charge in e.
CARTESIAN COORDINATES (ANGSTROEM)
C -1.222 -0.477 1.248  0.143
C -0.256 0.185 0.372  0.375
N -1.817 -1.094 2.034  -0.198
N -1.465 -0.752 -1.767  0.337
O -2.261 -0.755 -2.613  -0.242
O -0.246 -1.326 -2.165  -0.557
O 0.692 -0.245 -0.165  -0.500
H -0.416 1.327 0.289  0.157
H 0.376 -1.237 -1.500  0.486

=====

# 3
Computed, not measured: a cluster of 3 separate species, C11H22F3NO9S3 in total at a distorted geometry, with the ωB97M-V functional and the def2-TZVPD basis.

Values from the calculation:
LUMO energy = 0.1 eV
highest occupied orbital energy = -10.240 eV
strongest force on any atom = 7.34 eV Å⁻¹
SMILES string = O=C1NCC[C@@H]1S(=O)(=O)C(F)(F)F.CCOS(C)(=O)=O.CCOS(C)(=O)=O

Last column: natural (NBO) charge in e.
CARTESIAN COORDINATES (ANGSTROEM)
O -2.885 3.398 0.095  -0.526
C -1.653 3.378 0.195  0.666
N -0.817 2.488 -0.594  -0.641
C 0.590 2.713 -0.167  -0.254
C 0.679 4.199 0.407  -0.428
C -0.736 4.317 1.142  -0.533
S -0.908 3.778 2.904  1.936
O -0.686 5.005 3.760  -0.865
O -2.329 3.304 3.089  -0.849
C 0.302 2.467 3.435  0.755
F 1.650 2.822 3.271  -0.302
F 0.139 2.288 4.825  -0.299
F 0.028 1.195 2.873  -0.325
H -1.143 1.524 -0.699  0.422
H 1.435 2.527 -0.915  0.258
H 0.786 1.864 0.585  0.175
H 0.696 4.854 -0.532  0.248
H 1.507 4.459 1.136  0.253
H -1.057 5.417 1.196  0.311
O -2.124 -1.356 -0.277  -0.942
S -1.731 -1.857 1.015  2.363
O -0.392 -2.321 1.274  -0.940
O -2.776 -3.001 1.475  -0.710
C -2.968 -4.130 0.618  -0.079
C -1.782 -5.077 0.653  -0.641
C -2.142 -0.657 2.246  -0.885
H -3.183 -3.803 -0.403  0.195
H -3.854 -4.656 0.981  0.200
H -0.886 -4.605 0.244  0.223
H -1.983 -5.974 0.065  0.219
H -1.552 -5.368 1.681  0.219
H -3.164 -0.316 2.087  0.263
H -1.449 0.176 2.138  0.258
H -2.029 -1.108 3.231  0.258
O 2.365 0.822 -2.230  -0.952
S 2.402 -0.577 -1.890  2.365
O 3.611 -1.216 -1.445  -0.925
O 1.783 -1.430 -3.117  -0.714
C 2.374 -1.285 -4.410  -0.077
C 3.724 -1.974 -4.497  -0.642
C 1.132 -0.918 -0.706  -0.885
H 2.452 -0.227 -4.678  0.194
H 1.691 -1.749 -5.125  0.196
H 4.453 -1.501 -3.836  0.228
H 4.118 -1.928 -5.514  0.216
H 3.642 -3.019 -4.191  0.217
H 0.199 -0.468 -1.043  0.247
H 1.440 -0.478 0.242  0.252
H 1.029 -1.995 -0.597  0.277

=====

# 4
Computed, not measured: the ion C4H6NO with charge +1 at a distorted geometry, with the ωB97M-V functional and the def2-TZVPD basis.

Values from the calculation:
LUMO energy (spin up / spin down) = -5.5 / -6.2 eV
highest occupied orbital energy (spin up / spin down) = -14.320 / -13.952 eV
strongest force on any atom = 4.12 eV Å⁻¹
energy above the lowest of the compared OMol25 structures with the same formula, charge and spin = 171.9 kcal per mole
net charge = +1

Last column: natural (NBO) charge in e.
CARTESIAN COORDINATES (ANGSTROEM)
C 1.523 -0.184 -0.139  0.020
C -0.831 -0.079 0.256  0.396
C 0.395 0.533 -0.179  0.302
C -1.764 -0.971 -0.266  -0.760
N 1.726 1.102 0.458  -0.606
O -0.670 1.100 -0.710  -0.369
H 1.755 -1.175 0.168  0.246
H -1.778 -1.980 0.236  0.280
H -1.729 -1.036 -1.331  0.275
H -2.781 -0.442 -0.014  0.314
H 1.707 1.362 1.457  0.436
H 2.445 1.771 0.064  0.466

=====

# 5
Computed, not measured: a structure of composition C43H32N5O3RbSSb, with the ωB97M-V functional and the def2-TZVPD basis.

Values from the calculation:
LUMO energy = 1.8 eV
highest occupied orbital energy = -5.329 eV
strongest force on any atom = 0.23 eV Å⁻¹
energy above the lowest of the compared OMol25 structures with the same formula, charge and spin = 0.0 kcal per mole
net charge = -1

Last column: Löwdin charge in e.
CARTESIAN COORDINATES (ANGSTROEM)
Rb 0.214 -0.332 -0.470  0.756
O -3.568 6.023 -3.511  -0.049
C -3.352 5.882 -2.293  -0.695
O -3.623 6.614 -1.324  -0.051
C -2.644 4.553 -1.915  -0.086
C -2.294 3.621 -2.879  0.043
C -1.675 2.438 -2.494  -0.212
N -1.384 2.149 -1.223  0.109
C -1.713 3.050 -0.294  -0.213
C -2.340 4.253 -0.597  0.043
C -1.365 2.724 1.120  -0.218
C -2.164 3.176 2.171  -0.010
C -1.791 2.888 3.471  -0.065
C -0.635 2.156 3.693  -0.073
C 0.087 1.734 2.590  -0.148
N -0.263 2.004 1.335  0.062
C -1.311 1.412 -3.518  -0.219
C -2.110 1.232 -4.646  -0.013
C -1.759 0.269 -5.574  -0.066
C -0.623 -0.492 -5.353  -0.064
C 0.112 -0.247 -4.204  -0.165
N -0.212 0.681 -3.306  0.059
H -2.502 3.858 -3.914  0.116
H -2.585 4.990 0.156  0.115
H -3.064 3.736 1.962  0.114
H -2.398 3.229 4.300  0.105
H -0.301 1.909 4.692  0.100
H 0.991 1.146 2.718  0.110
H -3.001 1.831 -4.774  0.114
H -2.372 0.108 -6.452  0.105
H -0.314 -1.267 -6.042  0.101
H 0.996 -0.836 -3.986  0.081
O 2.052 -1.977 0.759  -0.354
C 2.539 -1.944 1.958  -0.395
C 3.945 -2.046 2.162  -0.017
C 4.519 -2.108 3.409  -0.097
C 3.723 -2.057 4.554  -0.119
C 2.362 -1.905 4.392  -0.064
C 1.741 -1.824 3.139  -0.090
C 0.286 -1.613 3.098  -0.310
N -0.508 -1.518 2.048  0.029
C -1.775 -1.293 2.531  -0.152
C -1.765 -1.256 3.889  -0.106
N -0.453 -1.462 4.241  0.101
H 4.569 -2.082 1.279  0.092
H 5.596 -2.199 3.498  0.098
H 4.155 -2.118 5.544  0.088
H 1.766 -1.858 5.296  0.093
H -2.620 -1.164 1.873  0.103
H -2.540 -1.090 4.616  0.103
H -0.101 -1.486 5.178  0.128
S 0.576 -3.214 -2.042  -0.059
Sb 2.057 -4.134 -0.606  1.221
C 2.439 -6.093 -1.392  -0.346
C 2.838 -6.185 -2.726  -0.132
C 3.144 -7.414 -3.288  -0.092
C 3.048 -8.571 -2.521  -0.104
C 2.642 -8.491 -1.200  -0.097
C 2.338 -7.254 -0.636  -0.116
C 1.535 -4.718 1.351  -0.339
C 0.206 -4.616 1.738  -0.114
C -0.161 -4.948 3.035  -0.082
C 0.798 -5.377 3.941  -0.089
C 2.128 -5.477 3.555  -0.082
C 2.497 -5.150 2.258  -0.117
C 4.063 -3.520 -0.829  -0.341
C 5.099 -4.381 -0.493  -0.120
C 6.419 -3.958 -0.602  -0.087
C 6.697 -2.686 -1.080  -0.092
C 5.660 -1.837 -1.453  -0.080
C 4.344 -2.250 -1.318  -0.122
H 2.899 -5.288 -3.334  0.094
H 3.454 -7.474 -4.324  0.098
H 3.285 -9.532 -2.959  0.095
H 2.556 -9.392 -0.604  0.097
H 2.017 -7.201 0.398  0.088
H -0.534 -4.240 1.041  0.099
H -1.196 -4.850 3.341  0.104
H 0.512 -5.625 4.956  0.098
H 2.882 -5.791 4.266  0.103
H 3.540 -5.212 1.966  0.101
H 4.883 -5.389 -0.153  0.097
H 7.227 -4.622 -0.323  0.099
H 7.724 -2.354 -1.168  0.098
H 5.882 -0.849 -1.835  0.104
H 3.529 -1.585 -1.576  0.098

=====

# 6
Computed, not measured: a structure of composition C23H36N4O2S2Sn, with the ωB97M-V functional and the def2-TZVPD basis.

Values from the calculation:
LUMO energy (spin up / spin down) = -13.7 / -14.0 eV
highest occupied orbital energy (spin up / spin down) = -19.863 / -19.699 eV
strongest force on any atom = 0.36 eV Å⁻¹
energy above the lowest of the compared OMol25 structures with the same formula, charge and spin = 43.2 kcal per mole
net charge = +4

Last column: natural (NBO) charge in e.
CARTESIAN COORDINATES (ANGSTROEM)
Sn -0.093 1.116 -0.295  1.537
C -1.836 4.071 1.875  -0.296
C -1.542 2.877 2.777  -0.240
N -1.587 1.591 2.054  -0.658
C -2.941 1.184 1.654  -0.293
C -3.273 1.540 0.220  0.227
C -4.581 1.463 -0.225  -0.234
C -4.875 1.838 -1.526  -0.065
C -3.851 2.313 -2.337  -0.233
C -2.567 2.354 -1.835  0.224
C -1.433 2.885 -2.680  -0.289
N -0.191 3.058 -1.900  -0.690
C 0.024 4.454 -1.448  -0.243
C -0.974 4.922 -0.395  -0.299
N -0.834 4.210 0.849  -0.110
N -2.270 1.948 -0.582  -0.659
H -1.774 5.004 2.465  0.314
H -2.823 4.055 1.411  0.254
H -2.265 2.903 3.598  0.247
H -0.553 2.995 3.224  0.232
H -1.226 0.889 2.693  0.406
H -3.701 1.633 2.303  0.238
H -3.049 0.105 1.786  0.250
H -5.365 1.134 0.445  0.265
H -5.891 1.786 -1.896  0.273
H -4.056 2.655 -3.344  0.265
H -1.738 3.829 -3.143  0.243
H -1.237 2.200 -3.506  0.253
H 0.589 2.852 -2.521  0.419
H -0.064 5.141 -2.294  0.256
H 1.043 4.549 -1.068  0.238
H -2.015 4.878 -0.716  0.256
H -0.760 5.976 -0.141  0.315
H 0.127 4.037 1.151  0.418
O -0.663 -0.074 -1.931  -1.148
S -1.294 -1.002 -3.020  1.233
C -1.219 -2.702 -2.387  -0.572
C -0.006 -3.371 -3.027  -0.416
C 0.079 -2.788 -4.435  -0.419
C 0.010 -1.273 -4.251  -0.568
H -2.158 -3.161 -2.700  0.272
H -1.217 -2.624 -1.299  0.246
H -0.126 -4.453 -3.034  0.267
H 0.900 -3.133 -2.465  0.209
H -0.762 -3.134 -5.041  0.240
H 0.990 -3.061 -4.965  0.273
H -0.227 -0.707 -5.149  0.274
H 0.917 -0.882 -3.785  0.248
C 6.713 -3.901 3.401  -0.699
C 5.396 -3.590 2.849  0.264
C 4.887 -2.248 2.839  -0.149
C 3.660 -1.974 2.310  -0.154
C 2.883 -3.040 1.805  -0.102
C 3.355 -4.370 1.778  -0.208
C 4.583 -4.644 2.303  -0.129
S 1.235 -2.723 1.167  1.290
C 0.369 -3.178 2.679  -0.803
O 1.085 -1.240 0.969  -0.999
H 7.288 -3.028 3.695  0.268
H 7.281 -4.529 2.702  0.303
H 6.573 -4.557 4.278  0.317
H 5.500 -1.464 3.264  0.261
H 3.268 -0.967 2.276  0.252
H 2.748 -5.160 1.352  0.263
H 4.973 -5.654 2.310  0.270
H 0.728 -2.574 3.510  0.256
H 0.519 -4.241 2.869  0.275
H -0.687 -2.995 2.483  0.258